[1]
Here is a gas-phase ion, C10H11N2O (charge +1) from OMol25. Energies are from the ωB97M-V functional and the def2-TZVPD basis.

```
! wB97M-V def2-TZVPD RIJCOSX def2/J DEFGRID3
* xyz 1 1
C 1.648 2.454 0.041
C 2.736 1.629 0.071
C 0.408 1.813 -0.031
C 2.635 0.216 0.021
C 0.271 0.460 -0.049
C 1.401 -0.425 0.015
C 0.045 -2.351 0.052
C -1.079 -0.073 -0.041
C -2.213 0.571 0.069
C -3.609 0.120 -0.023
N 1.220 -1.765 0.027
N -1.132 -1.821 0.073
O 2.326 -2.550 0.021
H 1.660 3.486 0.092
H 3.708 2.125 -0.208
H -0.469 2.514 0.019
H 3.576 -0.366 0.057
H 0.031 -3.520 -0.011
H -2.264 1.660 -0.047
H -4.171 -0.005 0.859
H -3.641 -0.808 -0.492
H -4.176 0.983 -0.522
H -2.013 -2.389 0.163
H 3.104 -1.956 -0.154
*
```

Output
Strongest force on any atom ... 4.63 eV Å⁻¹
Frontier orbital gap ... 8.58 eV
LUMO level ... -3.5843 eV

natural (NBO) atomic charge list, values in e, 6 entries: number 1, C, carries -0.18; number 2, C, carries -0.17; number 3, C, carries -0.14; number 4, C, carries -0.25; number 5, C, carries -0.15; number 6, C, carries 0.17

[2]
Here is a molecular structure, C35H28LuN9O2S3 from OMol25. Energies are from the ωB97M-V functional and the def2-TZVPD basis.

```
! wB97M-V def2-TZVPD RIJCOSX def2/J DEFGRID3
* xyz 0 1
Lu 0.001 1.644 1.050
N 2.896 1.781 3.379
C 3.331 1.673 2.070
C 4.711 1.800 1.851
C 5.209 1.655 0.580
C 4.326 1.375 -0.459
C 2.993 1.266 -0.154
N 2.484 1.411 1.080
C 1.674 2.078 3.956
C 1.581 1.940 5.345
C 0.406 2.271 5.978
C -0.647 2.775 5.222
C -0.469 2.897 3.867
N 0.659 2.536 3.217
H 3.638 1.691 4.052
H 5.365 2.034 2.681
H 6.267 1.772 0.391
H 4.670 1.258 -1.476
H 2.274 1.045 -0.937
H 2.426 1.560 5.903
H 0.309 2.148 7.048
H -1.587 3.059 5.672
H -1.258 3.300 3.249
N 0.705 7.658 1.786
C 0.604 6.763 1.061
N 0.467 5.806 0.179
C 0.606 4.571 0.173
N 0.708 3.403 -0.009
C -4.354 -3.012 -2.662
C -3.002 -2.444 -2.325
C -1.856 -3.104 -2.759
C -0.589 -2.635 -2.459
C -0.455 -1.464 -1.733
C -1.589 -0.792 -1.311
N -1.428 0.458 -0.592
C -1.541 1.639 -1.440
C -1.144 1.581 -2.772
C -1.236 2.704 -3.578
C -1.753 3.889 -3.078
C -2.170 3.946 -1.762
C -2.061 2.840 -0.927
C -2.469 3.020 0.523
O -3.250 3.886 0.838
O -1.892 2.193 1.368
C -2.873 -1.265 -1.581
C -4.062 -0.521 -1.032
H -4.256 -3.851 -3.349
H -4.998 -2.266 -3.129
H -4.856 -3.376 -1.763
H -1.964 -4.023 -3.321
H 0.287 -3.182 -2.781
H 0.519 -1.061 -1.475
H -2.165 0.519 0.111
H -0.766 0.654 -3.178
H -0.911 2.641 -4.608
H -1.831 4.763 -3.710
H -2.587 4.854 -1.347
H -4.065 0.527 -1.340
H -4.056 -0.558 0.063
H -4.998 -0.963 -1.360
S -2.002 -5.119 -0.301
C -1.107 -3.934 0.407
S -1.766 -2.668 1.414
C -0.161 -1.935 1.565
N 0.745 -2.600 0.945
N 0.238 -3.712 0.324
C 1.153 -4.472 -0.461
C 2.053 -3.794 -1.273
C 2.914 -4.508 -2.090
C 2.891 -5.896 -2.084
C 2.032 -6.564 -1.225
C 1.160 -5.858 -0.409
S 0.106 -0.539 2.537
H 2.077 -2.713 -1.246
H 3.603 -3.979 -2.736
H 3.550 -6.451 -2.738
H 2.039 -7.645 -1.177
H 0.495 -6.380 0.260
*
```

Output
Strongest force on any atom ... 2.52 eV Å⁻¹
Frontier orbital gap ... 7.43 eV
LUMO level ... -0.3066 eV

Mulliken atomic charge list, values in e, 6 entries: number 1, Lu, carries 1.65; number 2, N, carries 0.10; number 3, C, carries 0.45; number 4, C, carries -0.99; number 5, C, carries -0.39; number 6, C, carries -1.06

[3]
Here is a molecular structure, C19H19N2PPdS3Se2 from OMol25. Energies are from the ωB97M-V functional and the def2-TZVPD basis.

```
! wB97M-V def2-TZVPD RIJCOSX def2/J DEFGRID3
* xyz -2 1
Pd 0.248 -1.042 0.319
Se 0.829 -3.588 -1.436
Se 2.109 -3.256 2.422
C 0.587 -2.355 3.038
C 0.092 -2.681 4.327
C -0.989 -2.029 4.862
C -1.599 -1.014 4.126
C -1.106 -0.734 2.876
N -0.057 -1.382 2.316
C 0.562 -2.019 -2.392
C 0.536 -1.974 -3.807
C 0.411 -0.775 -4.466
C 0.305 0.409 -3.731
C 0.300 0.321 -2.359
N 0.427 -0.847 -1.701
H 0.598 -3.473 4.858
H -1.357 -2.301 5.846
H -2.454 -0.464 4.497
H -1.542 0.057 2.282
H 0.604 -2.912 -4.335
H 0.389 -0.748 -5.552
H 0.208 1.377 -4.205
H 0.171 1.199 -1.745
S -4.483 0.131 -0.632
C -2.853 0.141 -0.180
S -2.069 -1.434 -0.109
S -1.995 1.590 0.155
C 3.584 -1.164 -0.670
P 2.428 -0.362 0.480
C 3.516 -0.083 1.936
C 2.395 1.396 -0.075
C 1.578 2.259 0.661
C 1.534 3.614 0.367
C 2.291 4.123 -0.684
C 3.080 3.270 -1.442
C 3.137 1.913 -1.133
H 3.239 -1.065 -1.697
H 3.570 -2.222 -0.410
H 4.595 -0.762 -0.564
H 4.228 0.707 1.690
H 4.031 -1.008 2.180
H 2.921 0.218 2.797
H 0.957 1.853 1.449
H 0.888 4.269 0.941
H 2.260 5.182 -0.916
H 3.648 3.658 -2.279
H 3.756 1.253 -1.730
*
```

Output
Strongest force on any atom ... 0.95 eV Å⁻¹
Frontier orbital gap ... 5.28 eV
LUMO level ... 4.5199 eV

natural (NBO) atomic charge list, values in e, 6 entries: number 1, Pd, carries 0.60; number 2, Se, carries -0.37; number 3, Se, carries -0.42; number 4, C, carries 0.07; number 5, C, carries -0.30; number 6, C, carries -0.17

[4]
Here is a gas-phase ion, C5H12NS2 (charge +1) from OMol25. Energies are from the ωB97M-V functional and the def2-TZVPD basis.

```
! wB97M-V def2-TZVPD RIJCOSX def2/J DEFGRID3
* xyz 1 1
C -1.193 0.927 -0.447
C -2.687 0.972 -0.394
C 0.840 -0.530 0.354
C 3.189 -0.383 0.301
C 1.922 0.200 0.642
N -0.461 0.257 0.660
S -3.225 -0.642 0.407
S 0.280 -1.914 -0.524
H -0.850 0.318 -1.391
H -0.697 1.910 -0.603
H -3.119 1.806 0.199
H -3.209 0.897 -1.446
H 3.667 0.080 -0.725
H 2.980 -1.387 -0.009
H 3.918 -0.494 1.139
H -3.006 -1.392 -0.637
H 1.761 1.164 1.158
H -0.256 0.938 1.367
H -1.252 -0.366 0.954
H 1.399 -2.361 -1.003
*
```

Output
Strongest force on any atom ... 5.08 eV Å⁻¹
Frontier orbital gap ... 10.15 eV
LUMO level ... -2.8756 eV

natural (NBO) atomic charge list, values in e, 6 entries: number 1, C, carries -0.28; number 2, C, carries -0.53; number 3, C, carries -0.03; number 4, C, carries -0.65; number 5, C, carries -0.19; number 6, N, carries -0.58

[5]
Here is a molecular structure, C8H28BO8SSr from OMol25. Energies are from the ωB97M-V functional and the def2-TZVPD basis.

```
! wB97M-V def2-TZVPD RIJCOSX def2/J DEFGRID3
* xyz -1 1
Sr -1.430 -26.306 3.019
B -3.668 -24.703 3.756
H -4.494 -23.936 4.040
H -4.001 -25.779 3.960
H -3.391 -24.735 2.645
H -2.711 -24.530 4.369
S -3.324 -28.759 2.656
O -3.233 -27.632 1.734
O -2.749 -29.949 2.027
O -2.436 -28.386 3.805
O -4.669 -29.018 3.106
C 0.748 -26.938 -1.483
C -0.113 -26.150 -0.500
O -0.570 -26.965 0.581
H 1.582 -27.436 -0.998
H 1.116 -26.237 -2.238
H 0.081 -27.621 -2.014
H -1.002 -25.776 -1.016
H 0.484 -25.370 -0.029
H -0.976 -27.777 0.240
C 0.224 -27.725 6.344
C -0.497 -26.412 6.061
O 0.166 -25.837 4.903
H -0.289 -28.324 7.098
H 1.278 -27.575 6.595
H 0.173 -28.332 5.441
H -0.534 -25.711 6.894
H -1.520 -26.711 5.816
H 1.103 -25.849 5.115
C 3.029 -28.752 2.972
C 1.930 -27.948 2.300
O 0.671 -28.130 2.924
H 3.279 -28.453 3.993
H 3.980 -28.542 2.463
H 2.857 -29.826 2.928
H 1.926 -28.236 1.246
H 2.135 -26.879 2.383
H 0.382 -29.049 2.821
C 0.605 -23.264 2.434
C -0.402 -23.017 1.327
O -1.506 -23.891 1.576
H 1.138 -24.216 2.314
H 0.138 -23.380 3.415
H 1.359 -22.479 2.523
H 0.053 -23.269 0.364
H -0.752 -21.985 1.309
H -2.360 -23.494 1.379
*
```

Output
Strongest force on any atom ... 2.65 eV Å⁻¹
Frontier orbital gap ... 5.68 eV
LUMO level ... 1.8820 eV

Mulliken atomic charge list, values in e, 6 entries: number 1, Sr, carries 0.58; number 2, B, carries 0.85; number 3, H, carries -0.25; number 4, H, carries -0.20; number 5, H, carries -0.36; number 6, H, carries -0.33